# 1
The ion C2N4O2S with charge -2 in a non-equilibrium geometry. Source: the Open Molecules 2025 dataset; level of theory: wB97M-V/def2-TZVPD.

Each line ends with the Mulliken charge.
Positions of all 9 atoms, in Å:
1 N -0.76 0.99 0.18  -0.50
2 S -3.42 0.33 -0.04  -0.61
3 C 1.93 0.29 -0.02  0.49
4 C -1.74 0.11 0.05  0.21
5 N 0.51 -0.09 0.04  0.65
6 O 2.17 1.50 -0.17  -0.69
7 O 2.67 -0.70 0.14  -0.71
8 N -0.04 -1.24 -0.10  -0.50
9 N -1.31 -1.19 -0.09  -0.34

Summary:
**Charge**: -2
**Lowest unoccupied orbital energy**: 5.89 eV
**E_HOMO**: -0.19 eV
**Energy relative to the best compared isomer or geometry (same formula, charge and spin)**: 106.91 kJ/mol
**Gap between HOMO and LUMO**: 6.080 eV
**Calculated total energy**: -22963.2317 eV
**SMILES**: O=C([O-])n1nnc([S-])n1



# 2
An isolated molecule of C2N4O3S in a non-equilibrium geometry. Source: the Open Molecules 2025 dataset; level of theory: wB97M-V/def2-TZVPD.

Each line ends with the Mulliken charge.
Positions of all 10 atoms, in Å:
1 C 1.97 -1.08 0.28  0.35
2 O -1.44 -0.80 0.75  -0.47
3 S 1.52 -0.52 -1.26  0.02
4 N 2.45 -1.44 1.25  -0.32
5 N 0.58 2.20 1.24  -0.36
6 N -1.90 -0.41 -0.22  1.17
7 C 0.47 1.49 0.36  0.46
8 O -2.94 -0.36 -0.69  -0.54
9 O -0.94 0.34 -1.13  -0.29
10 N 0.24 0.58 -0.58  -0.04

Summary:
**Charge**: 0
**Lowest unoccupied orbital energy**: -1.25 eV
**E_HOMO**: -10.58 eV
**Energy relative to the best compared isomer or geometry (same formula, charge and spin)**: 0.00 kJ/mol
**Gap between HOMO and LUMO**: 9.339 eV
**Calculated total energy**: -25003.7523 eV
**SMILES**: N#CSN(C#N)O[N+](=O)[O-]



# 3
A cluster of 2 separate species, C2NO4S3 in total in a non-equilibrium geometry. Source: the Open Molecules 2025 dataset; level of theory: wB97M-V/def2-TZVPD.

Each line ends with the Mulliken charge.
Positions of all 10 atoms, in Å:
1 N 2.14 -2.73 -2.16  -0.47
2 O 1.44 -0.13 0.34  -0.48
3 C 1.91 -2.14 -1.20  0.26
4 S 1.74 -1.60 0.47  0.09
5 S -1.25 1.62 0.84  1.17
6 O -0.26 2.64 1.02  -0.60
7 O -1.60 0.78 2.00  -0.58
8 C -0.60 0.32 -0.24  0.33
9 O -2.26 2.08 -0.09  -0.61
10 S -1.26 -0.85 -0.99  -0.10

Summary:
**Charge**: -1
**Lowest unoccupied orbital energy (spin up / spin down)**: 1.87 / 1.87 eV
**E_HOMO (spin up / spin down)**: -4.87 / -4.87 eV
**Energy relative to the best compared isomer or geometry (same formula, charge and spin)**: 271.17 kJ/mol
**Gap between HOMO and LUMO (spin up / spin down)**: 6.735 / 6.736 eV
**Calculated total energy**: -44258.0166 eV



# 4
A structure of composition C2NdO4 in a non-equilibrium geometry. Source: the Open Molecules 2025 dataset; level of theory: wB97M-V/def2-TZVPD.

Each line ends with the Mulliken charge.
Positions of all 7 atoms, in Å:
1 C -3.28 1.15 0.61  0.28
2 C 1.84 0.10 -0.83  0.76
3 O 1.62 0.83 0.24  -0.03
4 O 2.06 0.07 -1.97  -0.14
5 O 1.35 -0.67 0.19  -0.43
6 Nd -1.00 -1.74 1.02  2.73
7 O -2.58 0.26 0.74  -0.17

Summary:
**Expectation value of S²**: 3.756
**Charge**: +3
**Multiplicity**: 4
**Lowest unoccupied orbital energy (spin up / spin down)**: -19.89 / -18.74 eV
**E_HOMO (spin up / spin down)**: -24.53 / -24.55 eV
**Energy relative to the best compared isomer or geometry (same formula, charge and spin)**: 0.00 kJ/mol
**Gap between HOMO and LUMO (spin up / spin down)**: 4.638 / 5.814 eV
**Calculated total energy**: -25498.2805 eV



# 5
A cluster of 2 separate species, C2O3 in total in a non-equilibrium geometry. Source: the Open Molecules 2025 dataset; level of theory: wB97M-V/def2-TZVPD.

Each line ends with the Mulliken charge.
Positions of all 5 atoms, in Å:
1 O -1.99 0.37 -0.47  -0.12
2 O 1.65 0.98 -0.08  -0.35
3 C 1.28 -0.11 -0.08  0.71
4 O 0.97 -1.21 -0.09  -0.35
5 C -1.79 -0.03 0.56  0.11

Summary:
**Charge**: 0
**Lowest unoccupied orbital energy**: 0.63 eV
**E_HOMO**: -13.06 eV
**Energy relative to the best compared isomer or geometry (same formula, charge and spin)**: 1.88 kJ/mol
**Gap between HOMO and LUMO**: 13.696 eV
**Calculated total energy**: -8216.8242 eV



# 6
A cluster of 2 separate species, C2O3S in total in a non-equilibrium geometry. Source: the Open Molecules 2025 dataset; level of theory: wB97M-V/def2-TZVPD.

Each line ends with the Mulliken charge.
Positions of all 6 atoms, in Å:
1 O -0.71 -1.41 0.31  -0.30
2 S -2.30 0.65 -0.31  -0.27
3 C 1.44 0.33 -0.02  0.68
4 C -1.27 -0.48 0.01  0.56
5 O 1.69 0.23 1.09  -0.34
6 O 1.15 0.68 -1.07  -0.33

Summary:
**Charge**: 0
**Lowest unoccupied orbital energy**: 0.41 eV
**E_HOMO**: -10.81 eV
**Energy relative to the best compared isomer or geometry (same formula, charge and spin)**: 30.36 kJ/mol
**Gap between HOMO and LUMO**: 11.222 eV
**Calculated total energy**: -19052.4770 eV
**SMILES**: O=C=O.O=C=S



# 7
A structure of composition C2O6V in a non-equilibrium geometry. Source: the Open Molecules 2025 dataset; level of theory: wB97M-V/def2-TZVPD.

Each line ends with the Mulliken charge.
Positions of all 9 atoms, in Å:
1 O 1.18 -1.46 0.85  -0.75
2 C 0.30 -2.10 1.51  1.02
3 O -0.85 -1.43 1.51  -0.88
4 O 0.39 -3.15 2.21  -0.77
5 C -0.27 2.05 -1.58  1.01
6 O -0.92 1.91 -0.48  -0.76
7 V 0.09 0.20 0.26  0.77
8 O -0.38 2.99 -2.43  -0.78
9 O 0.46 1.00 -1.85  -0.86

Summary:
**Expectation value of S²**: 3.759
**Charge**: -2
**Multiplicity**: 4
**Lowest unoccupied orbital energy (spin up / spin down)**: 6.22 / 5.97 eV
**E_HOMO (spin up / spin down)**: -0.68 / -1.21 eV
**Energy relative to the best compared isomer or geometry (same formula, charge and spin)**: 0.00 kJ/mol
**Gap between HOMO and LUMO (spin up / spin down)**: 6.903 / 7.172 eV
**Calculated total energy**: -40048.9966 eV



# 8
A structure of composition C30H102NNaO22 in a non-equilibrium geometry. Source: the Open Molecules 2025 dataset; level of theory: wB97M-V/def2-TZVPD.

Each line ends with the Mulliken charge.
Positions of all 156 atoms, in Å:
1 H -1.10 0.99 -5.84  0.25
2 H -3.14 2.87 2.81  0.15
3 H 2.39 -1.07 -1.51  -0.49
4 H -0.49 -2.46 2.13  0.57
5 H -5.01 0.29 -0.90  -0.34
6 H 2.51 6.40 1.87  0.26
7 C 1.94 5.77 2.58  -0.39
8 O 0.61 5.66 2.05  -0.60
9 C 2.13 -0.73 5.70  -0.36
10 O 0.01 1.00 -1.76  1.29
11 H 3.82 -3.18 0.84  0.25
12 H 4.08 0.65 -3.30  0.18
13 H 1.92 6.22 3.59  0.33
14 O -3.49 1.04 3.78  -0.47
15 H 6.13 -1.85 0.05  0.27
16 C -1.38 -1.60 0.45  -0.27
17 O -5.41 0.44 -2.83  -0.43
18 C -2.78 -5.07 2.81  -0.87
19 C -2.30 -0.56 -1.71  -1.44
20 H 1.31 -3.85 3.07  0.01
21 H 0.04 4.53 -5.44  0.09
22 H -4.61 -1.01 1.94  0.11
23 H -2.87 4.21 -0.32  0.21
24 H -2.62 -5.55 -3.94  0.28
25 H 3.25 3.07 -0.11  0.28
26 H -2.67 -2.11 5.92  0.34
27 H -6.20 0.01 -3.21  0.29
28 H -0.67 -7.44 -0.81  0.29
29 C -2.00 0.77 0.19  -1.72
30 C -1.37 -0.43 -0.52  4.49
31 O -1.06 3.92 0.58  0.42
32 H 1.39 -4.50 1.41  -0.15
33 H 2.57 -1.10 -3.52  0.28
34 C -1.67 -4.95 -4.02  -0.73
35 H 1.25 4.51 -1.38  0.09
36 H -2.38 -1.69 0.89  -0.76
37 H -2.35 3.99 -3.92  0.40
38 O 0.76 -2.10 -3.25  -0.53
39 C -2.40 3.19 -3.21  -0.64
40 H -2.69 -0.86 -6.06  0.37
41 C -2.20 -0.41 -5.16  -0.42
42 H -1.72 0.91 1.23  0.12
43 H -3.39 2.73 -3.39  0.17
44 C 3.84 0.92 -4.35  -0.82
45 O -1.21 -0.79 5.06  -0.38
46 H -2.32 -4.65 0.96  0.36
47 H -2.79 4.62 1.37  0.23
48 H -2.10 -1.06 -4.33  0.05
49 C 5.22 3.36 0.07  -0.69
50 C -3.79 2.04 2.77  -0.30
51 C 4.95 0.99 2.75  -0.49
52 C 1.12 -0.20 0.06  2.94
53 H -1.88 1.68 -0.35  -0.49
54 H 5.75 -1.94 1.75  0.20
55 H -2.08 5.73 0.17  0.40
56 H -1.86 -4.13 -4.73  0.19
57 H -1.06 2.82 3.06  0.20
58 H 5.59 2.37 0.43  0.13
59 H 0.58 1.83 0.27  -0.12
60 H -6.16 -1.61 1.24  0.39
61 H -1.29 -2.84 4.88  0.29
62 H -0.91 -5.59 -4.48  0.31
63 O -1.34 2.31 -3.66  -0.17
64 C 1.80 -4.61 2.40  0.12
65 H 2.24 -2.56 -4.56  0.32
66 H -1.77 -5.32 3.23  0.19
67 C 1.09 1.07 0.86  0.08
68 H -4.01 -3.09 0.42  0.41
69 O -1.31 -4.55 -2.70  -0.50
70 O -1.22 -5.60 -0.14  -0.38
71 C 1.01 -1.42 0.91  -1.63
72 H 5.82 4.10 0.57  0.30
73 H 2.52 0.00 5.00  0.04
74 C 2.49 -0.26 -0.73  -0.07
75 H 0.26 5.21 -7.09  0.33
76 H 2.44 4.78 2.59  -0.01
77 C 2.18 -2.13 -3.56  -0.81
78 H 1.68 -1.48 1.74  0.48
79 H -1.80 -0.16 4.59  0.17
80 H 6.20 -3.42 0.95  0.34
81 C -5.88 0.55 -1.47  -0.20
82 H 0.60 -6.53 0.16  0.30
83 C -2.25 4.69 0.42  -0.96
84 O -0.89 0.09 -5.53  -0.59
85 H -4.74 2.49 2.96  0.50
86 H 2.48 2.16 -3.59  0.37
87 H -2.65 0.37 -2.12  0.34
88 O 2.23 2.73 -1.87  -0.52
89 C 0.13 4.30 -6.51  -0.41
90 H 0.07 5.08 2.60  0.27
91 H -6.58 -0.23 -1.27  0.52
92 H -0.90 -5.14 -0.94  0.30
93 N 0.03 -0.24 -1.06  0.51
94 H 0.63 -1.56 -2.43  0.29
95 H -1.38 -2.60 -0.01  -0.77
96 Na 0.48 0.29 -3.95  0.61
97 O 1.38 3.49 -6.65  -0.56
98 H -0.79 3.78 -6.80  0.22
99 O 1.84 -1.91 4.93  -0.49
100 H 3.01 4.59 -1.69  0.22
101 H 0.47 1.02 1.75  -0.94
102 C 0.19 2.76 4.55  -0.40
103 O 2.52 1.53 -4.36  -0.33
104 H 0.94 -1.85 4.62  0.20
105 H 2.89 -1.03 6.47  0.24
106 H 3.83 0.04 -4.99  0.32
107 H -2.62 -1.99 4.21  0.02
108 C -1.95 -2.00 5.07  -0.41
109 O -4.60 -2.38 0.23  -0.41
110 H 2.11 1.39 1.14  -0.18
111 H -6.22 1.56 -1.19  0.22
112 O 3.20 -4.47 2.33  -0.62
113 H 1.31 2.76 -6.03  0.31
114 C 5.69 -2.49 0.79  -0.69
115 H -0.29 2.03 5.24  0.19
116 H 5.88 1.04 2.12  0.37
117 H -1.11 1.74 -2.87  -0.06
118 H 4.65 1.60 -4.70  0.26
119 H -2.88 0.34 -4.82  0.19
120 H 0.90 2.20 3.92  0.05
121 H 2.79 0.67 -1.23  -0.46
122 H 1.18 -2.31 0.38  0.31
123 O -2.82 -4.22 1.67  -0.30
124 H 1.22 -0.32 6.12  0.24
125 C -0.47 -6.81 0.02  -0.79
126 O 3.87 3.53 0.49  -0.43
127 H -3.82 1.54 1.85  -0.02
128 H -0.91 -3.68 -2.74  0.19
129 H 5.19 0.55 3.74  0.37
130 H 2.71 -2.88 -2.90  0.21
131 C -5.15 -1.85 1.45  -0.58
132 H 3.33 -0.59 -0.07  -0.13
133 O 4.35 2.26 2.99  -0.55
134 H -3.40 -4.57 3.53  0.28
135 H 1.41 2.24 -1.64  -0.07
136 H -0.38 4.54 0.87  0.16
137 O 4.35 -2.67 0.24  -0.35
138 O -0.79 3.43 3.75  -0.59
139 H -3.27 -6.00 2.60  0.34
140 C 2.04 4.18 -2.03  -0.69
141 H 5.35 3.47 -1.00  0.32
142 C -0.39 -1.52 1.54  0.43
143 H -0.56 -0.68 2.23  -0.76
144 H 1.83 4.50 -3.02  0.32
145 H -3.47 1.47 4.65  0.30
146 H 4.29 0.29 2.22  -0.01
147 H -5.16 -2.62 2.26  0.20
148 H 4.00 2.58 2.16  0.26
149 H -1.76 -1.07 -2.51  -1.15
150 H -2.27 3.42 -2.18  -0.02
151 H 3.55 -4.10 3.14  0.32
152 H -3.19 -1.15 -1.47  0.47
153 H -3.05 0.57 0.25  0.05
154 H -0.76 -7.33 0.94  0.27
155 H 0.75 3.50 5.09  0.46
156 H 1.61 -5.65 2.74  0.34

Summary:
**Charge**: 0
**Lowest unoccupied orbital energy**: 0.29 eV
**E_HOMO**: -7.23 eV
**Gap between HOMO and LUMO**: 7.524 eV
**Calculated total energy**: -83707.7692 eV



# 9
A structure of composition C30H14F15GeIrS3Te. Source: the Open Molecules 2025 dataset; level of theory: wB97M-V/def2-TZVPD.

Each line ends with the Mulliken charge.
Positions of all 65 atoms, in Å:
1 H -0.22 -2.77 -2.91  0.33
2 C -2.61 5.35 -3.50  -0.54
3 F -4.60 0.67 2.64  -0.28
4 C 1.16 -1.60 5.58  0.00
5 C -1.38 4.18 -1.79  0.40
6 C 0.95 -1.19 6.89  0.60
7 F 2.31 -3.09 4.16  -0.29
8 F -4.36 -2.60 6.01  -0.29
9 C 0.43 3.62 4.85  0.30
10 C 0.78 1.26 4.42  0.43
11 C -2.52 3.26 0.24  -0.84
12 H 2.63 -2.77 -1.39  0.28
13 F -5.84 -1.06 4.34  -0.30
14 C 2.71 -3.25 6.45  0.02
15 S 1.75 0.45 -0.48  -0.22
16 F 3.08 -3.39 8.76  -0.29
17 F -1.94 0.85 2.62  0.08
18 C 1.58 -1.77 7.97  0.08
19 C -3.78 5.17 -2.79  -0.57
20 C -1.41 4.86 -3.01  -0.79
21 H -1.50 -2.87 -1.70  0.43
22 C 2.13 1.54 4.28  0.25
23 H -0.49 5.00 -3.57  0.43
24 C -0.43 -2.75 -1.84  -1.48
25 F 2.25 5.10 4.79  -0.31
26 C -2.38 -1.65 5.16  0.71
27 F -1.70 -2.45 6.00  -0.29
28 H -3.12 3.73 1.01  0.63
29 F 1.34 -1.36 9.21  -0.29
30 Ge 0.25 -0.63 4.14  0.04
31 C 2.65 2.82 4.40  0.09
32 F -1.35 2.15 4.94  -0.40
33 H 0.18 2.66 -1.68  0.36
34 C -0.04 2.33 4.72  -0.22
35 C -2.56 4.00 -1.07  0.50
36 H 0.75 4.31 -1.36  0.52
37 H 2.19 -2.08 -2.96  0.32
38 F 3.56 -4.25 6.23  -0.29
39 C -0.08 3.63 -1.25  -0.77
40 Ir 0.14 0.63 1.05  1.18
41 C 1.34 -1.06 -1.26  0.37
42 C 2.47 -2.81 7.74  0.67
43 H -2.62 5.88 -4.45  0.39
44 H -2.82 2.21 0.13  0.36
45 H -4.71 5.56 -3.16  0.40
46 C -3.76 -1.75 5.18  0.03
47 C 1.79 3.87 4.68  0.73
48 C 2.05 -2.64 5.39  -0.24
49 C -2.51 -0.02 3.49  0.02
50 H -4.67 4.37 -1.01  0.45
51 S -1.12 -0.46 -0.41  -0.28
52 S 0.82 -1.27 2.13  -0.47
53 C -1.71 -0.78 4.32  -0.03
54 H 3.37 -1.26 -1.93  0.44
55 C 2.44 -1.83 -1.92  -1.50
56 C -4.52 -0.97 4.33  0.55
57 H 0.07 -3.61 -1.39  0.27
58 F 3.95 3.05 4.26  -0.31
59 Te -0.46 3.28 0.82  -0.03
60 F -0.39 4.63 5.13  -0.32
61 C 0.05 -1.47 -1.23  0.58
62 C -3.75 4.50 -1.57  -0.72
63 F 2.99 0.55 4.03  -0.34
64 F 0.08 -0.20 7.13  -0.38
65 C -3.88 -0.09 3.47  -0.14

Summary:
**Charge**: 0
**Lowest unoccupied orbital energy**: -0.96 eV
**E_HOMO**: -7.13 eV
**Energy relative to the best compared isomer or geometry (same formula, charge and spin)**: 20.47 kJ/mol
**Gap between HOMO and LUMO**: 6.169 eV
**Calculated total energy**: -171251.7497 eV